# C5H7FeO4

A molecular structure, C5H7FeO4 at a distorted geometry (ωB97M-V with the def2-TZVPD basis set, the OMol25 dataset).

Structure (XYZ):
```
17
Properties=species:S:1:pos:R:3:forces:R:3:lowdin_spin:R:1
H 1.116 2.421 -1.468 -0.4815 -0.0784 0.2504 0.00
Fe -1.849 1.611 -0.923 0.4600 0.4630 0.1234 3.65
O -0.518 2.728 -0.232 -1.0281 0.0377 -0.0994 0.19
O 1.324 1.431 0.270 0.2761 -0.0294 -0.0593 0.01
C 0.916 0.190 0.798 -0.2855 0.4628 -0.4477 0.00
C 0.792 -0.775 -0.380 0.3863 -1.0072 1.6536 0.01
O -0.192 0.784 -1.326 -0.3691 0.2988 -0.3155 0.13
C 0.445 1.921 -0.743 1.2958 -0.4534 0.1466 0.01
H 1.684 -0.132 1.514 -0.3035 0.3091 -0.1506 0.00
H -0.066 0.313 1.287 0.3315 -0.3319 0.1345 0.00
H -0.170 -1.296 -0.431 0.7353 0.2742 -0.9262 0.00
H 1.591 -0.638 -1.121 -1.0449 -0.3312 -0.0983 0.00
H 1.664 -3.115 -0.608 -0.0950 0.1631 0.2483 0.00
O 0.731 -3.517 2.288 0.3690 0.5341 -0.7137 0.00
C 1.729 -2.433 0.251 0.3072 -0.0885 0.0695 0.00
C 1.218 -3.044 1.377 -0.2512 -0.1921 0.1520 0.00
H 2.764 -2.109 0.428 -0.3024 -0.0305 0.0322 0.00
```
Positions in Å, forces in eV/Å.

total energy = -1758.9709 Ha
gap between HOMO and LUMO (alpha / beta) = 8.188 / 8.542 eV
relative energy (zero: lowest compared OMol25 entry of this formula, charge and spin) = 26.4 kcal/mol
<S²> = 6.021
HOMO level (alpha / beta) = -13.32 / -13.67 eV
multiplicity = 5
total charge = +1

# C5H7HgO3

A molecular structure, C5H7HgO3 at a distorted geometry (ωB97M-V with the def2-TZVPD basis set, the OMol25 dataset).

Structure (XYZ):
```
16
Properties=species:S:1:pos:R:3:forces:R:3:lowdin_spin:R:1
O -1.294 1.213 -0.035 -0.0365 -0.0167 -0.8850 0.19
C -0.658 1.312 1.071 1.0947 1.1465 0.6314 0.46
C 0.853 1.126 1.084 -0.5102 0.0497 0.2613 0.08
H -1.026 2.050 1.810 -0.2244 -0.6053 -0.0670 0.03
H 1.244 1.044 2.107 -0.0909 -0.0041 -0.1926 0.00
H 1.155 0.236 0.512 -0.0691 0.1407 0.2662 0.00
H 1.317 2.006 0.612 0.1775 -0.1441 -0.0610 0.03
O -4.013 -0.811 2.016 0.3706 -0.0746 0.3118 0.21
O -1.939 -1.163 1.133 1.6917 -1.1624 0.8268 0.27
C -3.115 -0.849 1.207 -2.2816 0.4298 -0.8110 0.50
Hg -0.953 -0.820 -0.917 0.8346 -0.4992 -1.0532 0.13
C 1.819 -0.704 -1.951 -0.2100 0.0822 0.2656 0.00
C 0.850 -1.612 -2.204 0.7196 1.2166 0.7593 0.09
H 1.641 0.180 -1.313 0.1443 -0.4708 -0.5578 0.00
H 2.869 -0.777 -2.292 -0.5476 -0.1707 -0.0802 0.00
H 1.250 -2.431 -2.839 -1.0629 0.0824 0.3854 0.01
```
Positions in Å, forces in eV/Å.

total energy = -573.7161 Ha
gap between HOMO and LUMO (alpha / beta) = 5.031 / 8.848 eV
relative energy (zero: lowest compared OMol25 entry of this formula, charge and spin) = 17.9 kcal/mol
<S²> = 2.016
HOMO level (alpha / beta) = -1.73 / -5.58 eV
multiplicity = 3
total charge = -1

# C5H7HgO3

A molecular structure, C5H7HgO3 at a distorted geometry (ωB97M-V with the def2-TZVPD basis set, the OMol25 dataset).

Structure (XYZ):
```
16
Properties=species:S:1:pos:R:3:forces:R:3:lowdin_spin:R:1
O -1.275 0.838 0.092 -0.9237 1.4403 0.1626 0.28
C -0.769 1.107 1.311 -0.2365 0.3470 0.5282 0.61
C 0.688 0.847 1.478 0.0074 0.0759 -0.1055 0.10
H -1.308 1.855 1.900 0.1525 -0.2703 -0.1140 0.04
H 0.947 0.771 2.542 -0.0377 0.0494 -0.2063 0.01
H 0.991 -0.084 0.973 -0.1711 0.2463 0.2281 0.01
H 1.296 1.660 1.037 0.0133 -0.1546 0.0827 0.03
O -3.532 1.510 0.632 1.3747 0.3557 -1.5521 0.01
O -3.080 -0.305 -0.635 -0.8424 1.4186 -0.5146 0.16
C -2.853 0.787 -0.088 -0.8782 -1.8390 3.3958 0.04
Hg -0.949 -0.877 -1.378 1.3018 -1.7525 -2.2264 0.37
C 2.140 -1.275 -1.396 -0.3311 -0.0765 0.4281 0.01
C 1.086 -1.940 -1.921 1.6105 0.0923 0.6762 0.31
H 2.013 -0.334 -0.834 0.0633 -0.2920 -0.4443 0.00
H 3.177 -1.658 -1.354 -0.4145 0.1060 -0.2980 0.01
H 1.427 -2.903 -2.359 -0.6883 0.2534 -0.0405 0.02
```
Positions in Å, forces in eV/Å.

total energy = -573.7446 Ha
gap between HOMO and LUMO (alpha / beta) = 5.231 / 9.062 eV
relative energy (zero: lowest compared OMol25 entry of this formula, charge and spin) = 0.0 kcal/mol
<S²> = 2.013
HOMO level (alpha / beta) = -1.39 / -5.34 eV
multiplicity = 3
total charge = -1

# C5H7INS2

2 unconnected molecules or ions with the total composition C5H7INS2 at a distorted geometry (ωB97M-V with the def2-TZVPD basis set, the OMol25 dataset).

Structure (XYZ):
```
16
Properties=species:S:1:pos:R:3:forces:R:3:lowdin_charge:R:1
C -0.928 -0.548 -1.088 -0.9541 -1.6571 0.2666 -0.11
C -1.528 -1.801 -1.355 1.5711 1.9841 -0.0450 -0.35
C -1.339 -1.351 1.096 -0.1610 -1.1787 -2.1798 -0.30
C -0.828 -0.295 0.321 -1.0487 0.5081 0.9972 -0.35
C -0.669 0.967 0.985 -0.4388 -0.1023 -2.3654 -0.04
N -0.682 2.163 0.396 0.2021 -0.0330 3.2022 0.20
S -1.873 -2.593 0.086 -0.1621 -0.1060 0.6935 1.11
S 2.607 -0.119 1.359 -1.7269 0.4718 -0.5649 0.02
I 2.952 -1.268 -0.676 0.0078 -0.0894 -0.1414 0.39
H -0.550 0.212 -1.737 0.0279 -0.1327 -0.8659 0.11
H -1.681 -2.399 -2.251 0.1304 0.7361 -0.0663 0.09
H -1.578 -1.642 2.076 0.3679 0.8120 1.6270 0.07
H -0.672 0.933 2.037 0.6622 0.1563 1.2464 0.13
H 3.750 -0.381 1.874 1.6566 -0.3721 0.7238 -0.28
H -1.230 2.283 -0.426 0.2029 0.2608 -0.9483 0.13
H -0.581 2.980 1.068 -0.3372 -1.2577 -1.5797 0.18
```
Positions in Å, forces in eV/Å.

total energy = -1343.2661 Ha
gap between HOMO and LUMO = 6.719 eV
relative energy (zero: lowest compared OMol25 entry of this formula, charge and spin) = 8.1 kcal/mol
HOMO level = -11.88 eV
total charge = +1

# C5H7InO3

A molecular structure, C5H7InO3 at a distorted geometry (ωB97M-V with the def2-TZVPD basis set, the OMol25 dataset).

Structure (XYZ):
```
16
Properties=species:S:1:pos:R:3:forces:R:3:lowdin_spin:R:1
O -0.877 0.626 6.519 -0.0156 0.3031 1.1507 0.14
C -1.332 0.510 5.347 -1.2651 3.1232 -1.7130 0.03
O -2.078 1.462 4.813 1.0673 0.2066 0.5401 0.02
In -0.429 -1.378 6.366 1.1892 -1.9860 1.1957 0.66
O -1.075 -0.505 4.642 -0.5236 -0.7059 -0.9024 0.14
C 3.006 1.630 4.764 0.3872 0.3420 0.3360 0.00
H 2.440 0.718 4.994 -0.1578 0.2883 -0.0839 0.00
H 2.631 2.114 3.853 0.0168 -0.2934 0.2669 0.00
H 4.038 1.298 4.592 -0.2286 0.1642 -0.0708 0.00
C 0.557 3.594 6.447 0.9366 -0.4530 0.0842 0.00
C 1.683 3.177 6.261 -1.5119 0.3193 -0.0780 0.00
C 3.003 2.630 5.955 0.2421 -0.2838 -0.1039 0.00
H -0.406 3.973 6.741 0.4574 -0.0151 -0.1519 0.00
H -1.889 2.328 5.264 -0.3703 -0.9275 -0.2642 0.00
H 3.691 3.462 5.744 -0.1854 -0.2483 0.0240 0.00
H 3.386 2.128 6.857 -0.0382 0.1663 -0.2297 0.00
```
Positions in Å, forces in eV/Å.

total energy = -610.2086 Ha
gap between HOMO and LUMO (alpha / beta) = 7.630 / 4.227 eV
<S²> = 0.753
HOMO level (alpha / beta) = -12.99 / -12.98 eV
multiplicity = 2
total charge = +1

# C5H7LuO4

A molecular structure, C5H7LuO4 at a distorted geometry (ωB97M-V with the def2-TZVPD basis set, the OMol25 dataset).

Structure (XYZ):
```
17
Properties=species:S:1:pos:R:3:forces:R:3:lowdin_spin:R:1
O 2.592 0.013 -0.680 -1.6423 -0.8321 0.7229 0.04
Lu 0.790 -0.754 0.025 1.0555 0.4891 -0.5086 0.03
C 2.740 1.258 -1.318 0.1757 0.5414 -0.2180 0.10
C 1.576 2.142 -0.996 -0.4223 -0.5401 -0.5462 0.68
H 3.680 1.743 -0.990 -0.1902 -0.1937 -0.0814 0.03
H 2.816 1.125 -2.414 0.0304 0.0827 0.4104 0.01
H 1.144 2.132 0.009 0.2189 0.2712 -0.0843 0.05
H 1.073 2.713 -1.782 0.1648 -0.0581 0.4822 0.04
C -2.506 -0.042 -0.802 0.2304 -0.7050 -0.2189 0.00
C -1.569 -0.683 -0.094 0.0586 0.8108 -0.5308 0.01
H -2.225 0.403 -1.759 -0.0633 0.0814 0.4097 0.00
H -3.574 -0.074 -0.560 0.3787 0.0953 0.0406 0.00
O -2.127 -1.319 1.085 0.3221 -0.4216 0.4085 0.00
C -1.271 -1.819 1.926 -2.3319 0.3787 0.3969 0.00
O -0.043 -1.739 1.827 1.6579 0.0407 -0.3993 0.00
O -1.874 -2.366 2.953 0.2619 -0.0021 -0.3917 0.00
H -1.224 -2.733 3.568 0.0952 -0.0386 0.1080 0.00
```
Positions in Å, forces in eV/Å.

total energy = -1730.9047 Ha
gap between HOMO and LUMO (alpha / beta) = 7.240 / 8.188 eV
<S²> = 0.754
HOMO level (alpha / beta) = -12.36 / -13.57 eV
multiplicity = 2
total charge = +1

# C5H7MgO4

A molecular structure, C5H7MgO4 at a distorted geometry (ωB97M-V with the def2-TZVPD basis set, the OMol25 dataset).

Structure (XYZ):
```
17
Properties=species:S:1:pos:R:3:forces:R:3:lowdin_spin:R:1
O -1.783 1.600 -0.372 0.5230 0.3034 -0.0835 0.00
Mg 0.090 1.699 -0.541 -0.3903 -0.9238 0.0495 0.02
C -2.442 0.365 -0.349 0.7379 -0.1063 -0.4476 0.04
C -1.594 -0.752 0.240 0.9879 -0.8714 -0.3405 0.32
H -3.366 0.447 0.258 0.2051 -0.1042 -0.0769 0.02
H -2.760 0.061 -1.368 -0.0215 0.1280 0.2354 0.00
H -1.100 -0.438 1.172 -0.3610 -0.4126 -0.1378 0.01
H -2.114 -1.719 0.254 0.2086 0.2742 0.3768 0.01
C 0.160 -1.410 -0.781 -0.9999 1.0467 -0.2876 -0.02
C 0.967 -0.240 -0.865 -0.4976 0.1855 -0.0021 0.47
H -0.321 -1.650 -1.738 -0.1033 0.0650 0.4556 0.01
H 0.560 -2.297 -0.268 -0.3424 0.3628 0.0708 -0.01
O 2.075 -0.336 0.069 0.6015 0.2115 0.3002 0.07
C 2.448 0.774 0.631 -1.0352 -1.1013 0.2266 0.03
O 1.806 1.830 0.614 -0.1045 0.8488 -0.3760 0.01
O 3.523 0.605 1.365 0.8225 0.0669 -0.0254 0.01
H 3.851 1.459 1.679 -0.2309 0.0266 0.0625 0.00
```
Positions in Å, forces in eV/Å.

total energy = -695.6971 Ha
gap between HOMO and LUMO (alpha / beta) = 6.067 / 8.313 eV
relative energy (zero: lowest compared OMol25 entry of this formula, charge and spin) = 29.2 kcal/mol
<S²> = 0.786
HOMO level (alpha / beta) = -6.37 / -8.61 eV
multiplicity = 2
total charge = 0

# C5H7N

C5H7N in the gas phase (ωB97M-V with the def2-TZVPD basis set, the OMol25 dataset).

Structure (XYZ):
```
13
Properties=species:S:1:pos:R:3:forces:R:3:lowdin_charge:R:1
C -0.742 -0.905 -1.547 -0.0144 -0.1311 0.0378 -0.04
C -0.077 -0.246 -0.380 0.1081 -0.0113 0.1016 -0.34
C 1.222 0.129 -0.139 -0.0484 -0.1326 0.0109 -0.06
C 1.237 0.863 1.088 0.0000 0.0516 0.1269 -0.11
C -0.041 0.882 1.565 0.1394 0.1712 0.1311 -0.15
N -0.845 0.217 0.674 0.0544 -0.1781 -0.0543 0.03
H -1.732 -1.262 -1.244 0.1383 -0.0787 -0.1292 0.07
H -0.896 -0.212 -2.388 0.1161 -0.1469 0.2884 0.08
H -0.155 -1.755 -1.906 -0.1171 0.0912 -0.0072 0.08
H 2.089 -0.148 -0.730 -0.2754 0.2775 -0.0656 0.10
H 2.083 1.339 1.565 -0.0573 -0.0795 -0.1448 0.09
H -0.474 1.377 2.421 0.1306 -0.1858 0.0652 0.10
H -1.654 -0.291 1.002 -0.1744 0.3525 -0.3608 0.15
```
Positions in Å, forces in eV/Å.

total energy = -249.4663 Ha
gap between HOMO and LUMO = 9.104 eV
relative energy (zero: lowest compared OMol25 entry of this formula, charge and spin) = 4.3 kcal/mol
HOMO level = -8.03 eV
total charge = 0

# C5H7N

2 unconnected molecules or ions with the total composition C5H7N (ωB97M-V with the def2-TZVPD basis set, the OMol25 dataset).

Structure (XYZ):
```
13
Properties=species:S:1:pos:R:3:forces:R:3:lowdin_charge:R:1
C -1.154 -0.912 0.924 -0.1166 0.4675 0.2275 -0.19
N -1.157 0.332 1.081 -0.1954 -0.6425 0.1746 0.10
C -1.720 -0.225 -0.217 -0.2581 0.0195 -0.3343 -0.16
H -0.852 -1.801 1.462 -0.0557 0.0804 -0.0485 0.11
H -2.799 -0.145 -0.332 0.1366 -0.0630 -0.0250 0.08
H -1.133 -0.071 -1.127 -0.0870 -0.0059 0.2915 0.07
C 1.555 -0.793 -0.659 0.0026 0.1777 0.0548 -0.01
C 1.423 0.466 -0.346 -0.1218 -0.0271 0.0593 -0.20
C 1.037 1.628 0.105 0.1987 -0.1102 -0.1075 -0.02
H 2.382 -1.239 -1.199 -0.0149 0.1802 0.0230 0.05
H 0.746 -1.452 -0.336 0.2151 -0.0460 -0.1290 0.04
H 1.294 1.939 1.113 0.0685 0.0159 -0.1669 0.07
H 0.377 2.273 -0.469 0.2279 -0.0464 -0.0194 0.07
```
Positions in Å, forces in eV/Å.

total energy = -249.3106 Ha
gap between HOMO and LUMO = 10.754 eV
relative energy (zero: lowest compared OMol25 entry of this formula, charge and spin) = 102.0 kcal/mol
HOMO level = -9.62 eV
total charge = 0

# C5H7N

C5H7N in the gas phase (ωB97M-V with the def2-TZVPD basis set, the OMol25 dataset).

Structure (XYZ):
```
13
Properties=species:S:1:pos:R:3:forces:R:3:lowdin_charge:R:1
C 2.665 -0.584 0.550 -0.5203 0.2812 -0.0617 0.12
C 1.643 0.041 0.433 0.5052 -0.3193 0.0668 -0.12
C 0.430 0.845 0.273 0.0183 0.1227 0.0068 -0.16
N -0.750 0.054 -0.149 -0.1090 -0.0634 -0.1393 -0.31
C -0.668 -0.540 -1.335 -0.0604 0.0515 -0.0358 -0.02
C -1.829 0.044 0.641 0.0201 -0.1331 0.0394 -0.03
H 3.564 -1.154 0.637 -0.1648 0.1138 0.0126 0.03
H 0.175 1.385 1.188 0.0109 -0.1758 -0.1035 0.12
H 0.594 1.593 -0.511 -0.0258 -0.0791 0.1343 0.13
H -1.399 -1.302 -1.562 0.0288 0.1825 -0.0852 0.06
H 0.036 -0.170 -2.065 0.0512 -0.1171 0.1533 0.06
H -1.717 0.100 1.715 0.1141 0.2208 -0.1592 0.05
H -2.744 -0.312 0.185 0.1316 -0.0848 0.1716 0.06
```
Positions in Å, forces in eV/Å.

total energy = -249.3050 Ha
gap between HOMO and LUMO = 7.743 eV
relative energy (zero: lowest compared OMol25 entry of this formula, charge and spin) = 105.6 kcal/mol
HOMO level = -6.85 eV
total charge = 0